The following is a quantum chemistry calculation of C5H8CuF6N3O11P2S3 as an isolated structure in a non-equilibrium geometry, from OMol25.

Results
Maximum force: 0.047 Eh/bohr
LUMO level: 4.59 eV
Relative energy (zero: lowest compared OMol25 entry of this formula, charge and spin): 2.098 eV

Geometry as ORCA input:
```
! RIJCOSX wB97M-V def2-TZVPD def2/J DEFGRID3
* xyz -2 1
C 2.475 4.246 -0.896
C -1.601 1.706 1.836
H 3.133 5.082 -1.138
H 1.575 3.001 -2.462
O -2.175 -0.278 -0.630
F -3.938 5.202 0.099
C 2.893 2.208 0.135
H 2.452 1.070 -1.434
O -0.169 1.769 -1.107
O 1.250 -3.477 -0.088
O -0.577 -2.164 -1.329
F -2.359 0.641 1.860
H 3.297 3.353 -2.722
H 1.457 4.613 -0.764
O 0.122 -1.429 1.023
S -0.859 2.422 0.104
O -3.536 2.389 -2.350
F -3.830 5.181 -2.069
F -5.573 4.367 -1.060
N 2.929 3.568 0.323
P 0.629 -2.151 -0.263
H 2.438 3.823 1.166
H -1.802 -2.306 1.026
C 2.536 3.139 -1.967
P -2.187 -1.727 -0.993
O -2.436 -2.607 0.349
S 2.756 1.052 1.303
F -0.549 1.510 2.636
N -2.086 3.221 -0.444
Cu -0.105 0.266 0.093
C -4.232 4.479 -0.993
N 2.892 1.951 -1.202
S -3.502 2.778 -0.973
O -4.303 2.073 -0.015
O 0.030 3.363 0.748
O 1.678 -1.150 -1.063
O -3.051 -2.239 -2.071
H 2.349 -1.726 -1.452
F -2.288 2.753 2.301
*
```

The following is a quantum chemistry calculation of a 9-piece molecular cluster, C5H8F15O19S5 overall in a non-equilibrium geometry, from OMol25.

Results
Maximum force: 0.086 Eh/bohr
LUMO level: 8.83 eV

Geometry as ORCA input:
```
! RIJCOSX wB97M-V def2-TZVPD def2/J DEFGRID3
* xyz -5 1
C -4.210 -5.326 -0.150
H -3.051 -2.312 -1.979
H -3.551 -0.923 -1.644
O -3.206 -2.764 0.191
H -3.497 1.097 0.203
F 3.641 1.742 4.012
O -3.016 6.788 2.697
O 5.998 0.151 3.727
C 0.379 0.769 -0.023
F -1.934 3.788 0.692
H -3.792 2.382 0.947
F 0.390 1.212 -1.267
S -1.005 -0.554 0.074
C -1.676 4.874 1.380
O 1.156 3.916 -0.622
S -2.680 -4.134 0.117
F -0.733 5.540 0.780
O 6.150 -2.201 -2.182
C 3.540 -2.354 -1.293
O -0.554 -2.110 -3.766
O -2.022 -4.592 1.357
O -3.523 6.563 0.255
F 2.964 -0.015 2.927
S 5.529 0.723 2.415
F 3.633 -1.057 -0.967
S 4.895 -2.748 -2.649
O 5.545 -0.246 1.305
O -3.497 -1.556 -2.360
O -0.788 -1.220 1.367
O 4.430 -2.034 -3.832
F -5.072 -5.182 0.885
O -4.344 4.895 1.908
C 3.700 1.152 2.824
O -0.663 -1.455 -1.032
O 6.176 2.023 2.107
F 0.054 1.775 0.705
O 4.930 -4.246 -2.794
H -0.617 -1.640 -2.934
F -3.828 -6.582 -0.044
F 1.529 0.300 0.312
F -4.841 -5.078 -1.312
O -4.170 1.768 0.318
O -2.329 0.060 0.008
F 3.281 1.936 1.816
F 2.373 -2.593 -1.820
H 0.628 4.453 -1.213
F -1.340 4.501 2.631
F 3.703 -3.171 -0.256
H -0.176 -1.474 -4.373
S -3.261 5.845 1.568
H 0.548 3.652 0.070
O -1.797 -4.335 -1.085
*
```

The following is a quantum chemistry calculation of one molecule with the formula C5H8F2 in a non-equilibrium geometry, from OMol25.

Results
Maximum force: 0.123 Eh/bohr
LUMO level: 1.06 eV
SMILES: C[C@H](F)[C@@H]1C[C@H]1F
Relative energy (zero: lowest compared OMol25 entry of this formula, charge and spin): 1.526 eV

Geometry as ORCA input:
```
! RIJCOSX wB97M-V def2-TZVPD def2/J DEFGRID3
* xyz 0 1
H -1.160 1.532 1.103
F 0.442 -2.278 0.149
H 1.745 -0.946 -1.398
H -1.890 1.507 -0.539
H 1.489 0.693 -0.688
C 1.619 -0.391 -0.497
H 2.608 -0.579 0.055
H 0.406 -0.604 1.376
C -1.462 0.887 0.264
H -0.578 -0.456 -1.428
C -2.151 -0.405 0.333
C 0.432 -0.877 0.387
F -3.338 -0.579 -0.334
C -0.820 -0.324 -0.384
H -2.299 -0.909 1.214
*
```

The following is a quantum chemistry calculation of C5H8F3N2O3 as an isolated structure in a non-equilibrium geometry, from OMol25.

Results
Maximum force: 0.075 Eh/bohr
LUMO level: -5.39 eV
Relative energy (zero: lowest compared OMol25 entry of this formula, charge and spin): 0.752 eV

Geometry as ORCA input:
```
! RIJCOSX wB97M-V def2-TZVPD def2/J DEFGRID3
* xyz 1 1
H 2.499 2.763 -0.706
H 0.443 1.823 -1.641
H 2.060 2.124 0.678
C 2.002 1.891 -0.322
O -2.820 -2.528 -0.120
C -0.328 0.360 1.759
H 2.469 1.036 -0.637
N -0.264 -0.837 -0.241
F -0.321 -2.390 -1.794
H -0.769 1.261 2.053
O -1.981 -3.209 1.752
H -0.248 2.661 -0.072
H -0.989 -0.536 2.186
H 0.708 0.272 2.168
F 1.092 -0.779 -2.068
C 0.509 1.855 -0.573
F -1.037 -0.405 -2.345
C -0.129 -1.077 -1.665
O -0.563 -1.901 0.488
C -0.171 0.325 0.326
N -2.162 -2.708 0.774
*
```

The following is a quantum chemistry calculation of C5H8FKO4 as an isolated structure in a non-equilibrium geometry, from OMol25.

Results
Maximum force: 0.020 Eh/bohr
LUMO level: -2.09 eV
Relative energy (zero: lowest compared OMol25 entry of this formula, charge and spin): 2.995 eV

Geometry as ORCA input:
```
! RIJCOSX wB97M-V def2-TZVPD def2/J DEFGRID3
* xyz 0 1
K 2.655 0.297 5.416
H -6.073 -0.619 0.166
O 0.171 -0.229 4.933
H -3.417 0.339 3.464
O -4.303 0.463 0.035
H -6.077 -1.359 -2.191
C -0.663 -0.234 4.053
F -1.332 -0.662 1.133
H -6.011 0.427 -2.113
H -4.640 -1.570 -0.221
H -2.007 1.202 1.670
O -0.543 0.454 2.922
C -5.103 -0.559 -0.393
C -2.700 -0.389 3.079
C -5.458 -0.498 -1.886
H -4.546 -0.500 -2.506
C -1.735 0.233 2.086
O -1.836 -0.814 4.161
H -3.203 -1.270 2.679
*
```

The following is a quantum chemistry calculation of one molecule with the formula C5H8FNO2 in a non-equilibrium geometry, from OMol25.

Results
Maximum force: 0.085 Eh/bohr
LUMO level (alpha / beta): -0.83 / -0.63 eV
Relative energy (zero: lowest compared OMol25 entry of this formula, charge and spin): 5.351 eV

Geometry as ORCA input:
```
! RIJCOSX wB97M-V def2-TZVPD def2/J DEFGRID3
* xyz 0 1
F 0.385 2.661 -0.286
C 0.500 0.653 0.837
H -0.128 0.790 1.661
C 1.452 -0.805 -0.689
N 0.583 -0.758 0.470
H -1.505 -0.847 0.689
C -0.034 1.442 -0.357
H 1.113 -1.119 1.291
H -0.680 -2.472 0.446
H 1.187 -1.639 -1.324
O -2.167 1.326 0.154
H 1.517 0.999 1.080
C -1.574 1.420 -0.943
O -1.676 1.677 -2.099
H -0.859 -1.180 -0.762
H 2.531 -0.736 -0.449
C -0.644 -1.411 0.279
*
```